Entry from the OMol25 dataset: a structure of composition C4H4ClN in a non-equilibrium geometry (the ωB97M-V functional and the def2-TZVPD basis).

The energy relative to the best compared isomer or geometry (same formula, charge and spin) is 75.6 kcal per mole. For the HOMO energy, the calculation gives -10.5 eV.

Each line ends with the natural charge from an NBO analysis.
CARTESIAN COORDINATES (ANGSTROEM)
Cl -1.6168 1.7970 0.9007  0.014
N -0.7933 -1.5517 3.3947  -0.422
C 0.6545 1.1473 -0.2039  -0.331
C -0.4742 0.6845 0.2247  -0.110
C -0.7092 -1.3282 2.2900  0.196
C -0.7452 -0.7693 0.3181  -0.297
H 1.1639 0.2844 -0.6959  0.205
H -1.8217 -0.9151 0.3523  0.248
H -0.0640 -1.4201 -0.3005  0.253
H 0.9704 2.2069 -0.2693  0.242

Cartesian forces (eV/Å) of the 6 atoms listed first:
Cl -0.5 -0.3 0.2
N -0.2 -0.6 2.7
C 2.1 -0.4 -2.1
C -1.1 -0.2 1.8
C 0.6 1.8 -6.4
C -0.6 -0.5 3.0